Formula: C22H45N2P3SeY
Source: the OMol25 dataset
Level of theory: the ωB97M-V functional and the def2-TZVPD basis

Structure (XYZ):
```
74
Properties=species:S:1:pos:R:3:mulliken_charge:R:1
Y -0.20566 -1.84220 -0.38522 0.464
P 0.20312 1.45309 1.26332 0.966
P -2.72147 0.31287 -0.50462 0.842
P 2.42482 -0.42533 -0.71296 0.912
H -1.51902 -3.79993 -5.36536 0.252
C -0.83102 -4.45648 -4.76149 -0.710
C -0.53378 -4.17475 -3.49125 0.197
H -1.09157 -3.40777 -2.98927 -0.166
C 0.15975 3.09409 0.42711 -1.133
C -1.11506 1.67533 2.52929 -0.993
C 1.69274 1.63120 2.33542 -0.908
C -3.48802 -0.48496 -1.98133 -1.030
C -4.13241 0.15148 0.69498 -1.450
C -3.05986 2.09204 -0.97562 -1.412
C 2.64079 -1.43414 -2.20284 -1.044
C 3.80707 -1.10718 0.32512 -1.429
C 3.15558 1.17892 -1.20629 -1.169
H -0.43629 -5.28796 -5.35616 0.282
H 0.13159 -4.82160 -2.91818 0.214
H 0.37654 3.96843 1.07728 0.474
H -0.81366 3.18928 -0.09147 0.182
H 0.93038 3.01720 -0.35826 0.233
H -1.06065 2.59727 3.17217 0.486
H -1.05442 0.78055 3.17478 0.258
H -2.06251 1.64559 1.95150 0.002
H 2.06751 2.67750 2.50699 0.451
H 2.45100 0.99788 1.80722 -0.094
H 1.47106 1.14935 3.30563 0.387
H -4.46605 -0.04528 -2.22240 0.438
H -3.61905 -1.56443 -1.82852 0.400
H -2.82140 -0.32636 -2.83856 0.253
H -5.05789 0.62318 0.33001 0.478
H -3.89656 0.61062 1.66373 0.413
H -4.32626 -0.91603 0.85633 0.493
H -4.11931 2.27854 -1.23475 0.528
H -2.45026 2.39391 -1.84262 0.359
H -2.81681 2.73051 -0.11359 0.409
H 3.68965 -1.57061 -2.47800 0.513
H 2.11918 -0.89980 -3.00176 0.275
H 2.19616 -2.43035 -2.08789 0.432
H 4.70036 -1.30826 -0.30003 0.496
H 3.48228 -2.04626 0.81775 0.327
H 4.05180 -0.34601 1.08898 0.392
H 4.14884 1.03620 -1.65814 0.503
H 3.29536 1.82612 -0.32916 0.394
H 2.50097 1.69447 -1.91683 0.181
C 0.07811 0.58958 -4.46670 0.874
C -0.45161 -0.56660 -5.00346 0.232
C -0.12684 -0.97113 -6.28315 -0.699
C 0.69358 -0.14461 -7.05736 -0.447
C 1.16272 1.06820 -6.58372 -0.674
C 0.86892 1.47344 -5.24865 -0.514
Se -0.32609 0.81655 -2.60768 0.031
H -0.45094 -0.89474 -2.50692 -0.231
H -1.12024 -1.17980 -4.35852 -0.095
H -0.45610 -1.96526 -6.65422 0.246
H 0.99303 -0.43222 -8.08537 0.378
H 1.74449 1.62246 -7.33543 0.377
H 1.18249 2.37831 -4.71676 0.445
C 1.19447 -1.93510 5.32231 -1.113
C 0.53487 -2.06804 3.99292 0.507
C -0.66634 -2.61227 3.57451 -1.154
C -0.81410 -2.40563 2.22546 0.826
N 0.36936 -1.86877 1.74446 -0.173
N 1.12806 -1.60621 2.85716 0.198
C -1.90056 -2.86743 1.30444 -1.240
H 0.55313 -1.24662 5.93824 0.305
H 1.30301 -2.89318 5.90373 0.393
H 2.20990 -1.51622 5.07722 0.304
H -1.42638 -3.07591 4.20926 0.501
H 2.04656 -1.22334 2.72223 0.137
H -2.40087 -3.69964 1.85018 0.511
H -2.63192 -2.09703 1.07412 0.151
H -1.55146 -3.41436 0.35637 0.577
```

Values from the calculation:
Energy relative to the best compared isomer or geometry (same formula, charge and spin) in eV: 1.2658
Total charge: +3
LUMO energy in eV: -10.17
Calculated total energy in eV: -120751.897